(1)
Below is C3H3LiO4Tl as an isolated structure at a distorted geometry, with properties calculated with ωB97M-V/def2-TZVPD.

Cartesian coordinates (Å):
O: -2.06927 -1.20778 0.29979
O: 2.27744 -1.50601 0.17216
C: 1.37776 -0.65489 0.19900
C: -1.43288 0.92720 0.13116
O: 0.18230 -1.01638 0.59615
O: 1.60716 0.51167 -0.31373
C: -1.04652 -0.54062 -0.15224
H: -2.26476 1.24038 -0.51326
H: -0.83627 -0.68055 -1.22998
H: -1.70643 0.95276 1.21141
Li: 3.55400 0.01717 -0.07646
Tl: 0.35748 1.95706 -0.32400

Output
**Orbital gap (alpha / beta)**: 6.95 / 6.51 eV
**Net charge**: +2
**Spin multiplicity**: 2
**Energy relative to the best compared isomer or geometry (same formula, charge and spin)**: 25.9 kcal/mol
**Highest occupied orbital energy (alpha / beta)**: -19.53 / -19.44 eV
**Electronic energy**: -596.27550 hartree
**Expectation value of S²**: 0.76

***

(2)
Below is C3H3LuO2 as an isolated structure at a distorted geometry, with properties calculated with ωB97M-V/def2-TZVPD.

Cartesian coordinates (Å):
O: 0.96907 -0.81182 1.05792
C: 0.02454 -0.81674 0.18829
C: 0.10368 -2.22369 -0.20885
C: 1.24493 -2.59425 0.56429
H: -0.63350 -2.80363 -0.76139
H: 2.17648 -2.84565 0.04855
H: 1.12765 -2.98967 1.57677
O: -0.59519 0.13932 -0.28951
Lu: -0.59571 2.37488 -0.68025

Output
**Orbital gap (alpha / beta)**: 3.82 / 6.13 eV
**Net charge**: +3
**Spin multiplicity**: 2
**Energy relative to the best compared isomer or geometry (same formula, charge and spin)**: 50.1 kcal/mol
**Highest occupied orbital energy (alpha / beta)**: -21.36 / -23.70 eV
**Electronic energy**: -1500.64806 hartree
**Expectation value of S²**: 0.76